Record 1
96
Properties=species:S:1:pos:R:3:forces:R:3:lowdin_spin:R:1 method="wB97M-V/def2-TZVPD" total_charge=-1 multiplicity=2 gap_ev="1.67 / 8.26" lumo_ev="2.239 / 2.219" s2=0.750
H 1.815060 -5.066994 -1.513404 1.42 -0.15 0.13 0.124
H -4.903580 4.564066 2.376086 -1.05 -0.01 -0.05 0.000
H 0.658950 -5.755154 4.479866 -0.15 -0.10 -0.36 0.002
H 3.969970 -1.098814 -4.540464 0.03 -0.05 -0.51 0.020
C -1.278730 3.968096 3.630476 0.86 1.04 -0.26 0.000
H 1.527760 -1.068654 -2.908674 -0.07 0.08 -0.03 0.004
C -1.144290 -5.100074 -1.041304 -0.84 0.97 -0.37 0.045
H -2.810160 0.860306 0.472496 0.56 0.12 0.19 0.001
H -1.262490 4.997826 3.273416 -0.11 0.26 -0.08 0.000
C -0.231710 -4.049274 -3.155954 0.35 -0.57 -1.02 0.070
H 0.106420 0.215426 0.527136 -0.19 -0.18 -0.84 0.000
C -0.131270 -0.784314 0.890616 0.65 -0.37 0.00 0.003
C 2.168340 0.072346 -6.143224 0.19 0.26 -0.09 0.014
H -1.155520 4.108096 0.780416 -0.49 0.37 0.05 0.000
N -3.432080 3.637936 2.568786 3.09 0.30 -0.57 0.000
H -3.865300 1.914756 4.667766 0.08 -0.14 -0.04 0.000
H -2.391460 2.276916 5.592336 -0.55 0.81 0.61 0.000
H -0.594360 2.086536 2.908696 0.27 -0.19 0.14 0.000
C 0.021250 -4.983804 -1.991524 -1.50 0.06 0.86 0.086
H -1.245550 -4.131734 -0.551244 -0.09 0.12 0.21 0.003
N 1.903930 1.556176 -4.157314 3.00 -1.72 -0.40 0.001
H -4.282140 1.191676 1.235296 -0.20 0.09 0.44 0.000
H 0.402370 1.663976 -1.859484 0.04 0.43 -0.25 0.001
C -3.541410 3.409666 0.045566 -0.10 0.08 0.62 0.001
H 0.229120 -6.003424 -2.315984 0.30 0.05 -0.57 0.049
C 0.945410 -1.848424 0.575856 1.16 2.26 0.16 0.009
H 3.451920 -0.444714 -2.304984 0.32 -0.03 0.54 0.007
H 0.985050 2.638056 -5.287744 -0.41 0.19 -0.22 0.001
H -0.816740 -4.561174 -3.920034 -0.21 -0.14 -0.13 0.012
H -1.082020 -4.738744 2.241846 -0.09 0.32 0.01 0.002
H -1.877230 -5.528674 3.587716 0.37 -0.27 0.27 0.001
C 2.367210 2.080606 -2.869114 -0.48 0.86 -0.55 0.000
C 0.784060 -4.715414 4.177566 1.31 -0.11 -0.21 0.012
O 0.631930 -3.004804 1.215246 -1.92 -2.46 0.02 0.019
H 2.957140 4.026696 -3.880994 0.35 -0.69 -0.28 0.001
H -0.679870 4.000156 4.540666 -0.25 -0.24 0.35 0.000
H -0.918930 2.429956 0.613396 -0.29 -0.25 -0.18 0.000
H -1.073260 -5.851244 -0.254664 0.17 -0.22 -0.31 0.015
H 4.343630 0.620736 -4.927864 -0.06 -0.13 -0.36 0.001
H 1.222950 -4.584354 3.188476 -0.15 -0.78 -0.33 0.006
H -2.041470 -5.195924 -1.652854 -0.36 -0.43 0.22 0.007
H -4.586410 3.124536 -0.076004 -0.10 0.03 0.34 0.000
H 0.219350 -2.547744 2.801226 -0.07 -1.20 -0.29 0.000
H 0.338000 -0.596004 -4.166124 -0.20 -0.04 0.28 0.003
O -0.168040 -2.613614 3.677126 -0.72 1.44 1.87 0.001
H -2.887920 0.853886 2.289666 0.08 -0.19 -0.27 0.000
H 0.450980 3.331846 2.272136 0.09 0.50 0.74 0.001
C 2.251740 -1.554984 1.203076 2.48 1.33 0.61 0.021
C 3.731770 -0.055924 -4.331314 0.35 -0.63 1.00 0.018
H 2.982160 -2.364034 1.208656 -0.38 -0.56 -0.73 0.017
C -0.474770 -3.898534 4.168446 0.43 -0.45 -1.19 0.000
H 1.727780 2.320976 -0.832404 -0.22 -0.08 0.21 0.001
H 1.487860 -1.861284 -4.486074 0.15 -0.06 0.10 0.009
C -2.911470 2.889636 1.394256 0.60 -0.48 -1.07 0.000
C 2.259280 0.151266 -4.605014 -0.65 0.97 -0.38 0.001
H 2.314220 -0.940534 -6.518584 -0.20 -0.22 0.33 0.006
C 3.831960 1.665546 -2.639794 1.29 -1.24 0.61 0.003
H -4.399480 4.935356 4.758106 -0.36 -0.93 -0.10 0.000
H 0.745050 -3.876254 -3.607724 0.06 0.11 -0.11 0.031
H -3.207780 4.540086 5.962846 0.34 -0.49 -0.25 0.000
H 2.806090 -0.745714 0.727806 -0.10 0.55 0.17 0.002
C -1.503490 -4.568334 3.232516 -0.47 0.02 0.93 0.005
H -0.808710 -3.791914 5.200546 -0.51 0.25 -0.12 0.000
O 0.693470 2.040596 -4.595194 -0.84 0.05 0.05 0.004
C -3.210010 1.337266 1.367336 -0.32 0.99 0.36 0.002
H 1.381770 4.025816 -3.243834 -0.12 0.02 0.71 0.000
C 1.364970 -0.906814 -3.974234 -0.20 -0.02 -0.39 0.015
H -1.077840 -1.219214 0.569736 -0.19 0.58 -0.13 0.002
H 2.178910 -1.406694 2.280486 -0.40 0.63 0.11 0.001
H -0.703440 -3.075834 -3.021874 0.02 -0.07 0.76 0.003
C -0.574660 3.124846 2.577596 -1.49 -1.14 -0.47 0.001
O -4.791450 3.631936 2.576486 -1.64 0.27 0.48 0.000
H -3.048140 2.975606 -0.824134 0.38 -0.16 0.21 0.001
H -3.471600 4.490786 -0.074434 0.07 0.13 0.23 0.000
H 4.509940 2.215206 -3.292714 -0.15 0.33 -0.06 0.001
H -0.176080 -0.571944 1.958786 -0.07 -0.61 0.31 0.000
H -2.958280 5.669456 4.638356 0.68 0.07 0.06 0.000
C 1.475250 1.666986 -1.667044 0.62 -0.14 -0.30 0.002
H 4.226250 1.739936 -1.626334 -0.67 1.21 0.41 0.002
C 4.127560 0.189806 -2.878554 -1.62 -0.56 -1.81 0.020
H 3.038800 0.605516 -6.525484 -0.23 0.39 -0.27 0.001
H -2.156910 1.474166 4.281486 -0.41 -0.05 -1.29 0.000
C -1.378400 3.163276 1.276136 0.05 -0.27 0.05 0.000
O 1.084200 -4.519294 -1.217664 0.57 0.36 0.54 0.275
H -2.408890 -3.961514 3.221316 0.11 0.31 -0.49 0.001
H 1.706410 0.636856 -1.395964 0.13 0.00 0.18 0.001
H 2.880100 4.031916 -2.163564 -0.51 0.39 0.23 0.001
H 0.747730 -3.700704 0.564156 0.05 -0.94 -0.28 0.008
H 1.606550 -4.328754 4.779306 -0.35 0.38 0.60 0.001
C -2.835940 2.266236 4.597136 0.46 -0.77 0.89 0.000
C -3.347450 4.683226 4.891356 -0.31 1.12 -1.15 0.000
H 1.255240 0.465116 -6.590544 -0.06 0.02 0.20 0.001
C 2.378820 3.632676 -3.045294 0.02 -0.31 0.38 0.002
H 1.166170 -1.989574 -0.482184 -0.72 -0.09 -0.31 0.008
C -2.752740 3.623136 3.908626 0.10 -0.93 -0.03 0.000
H 5.138620 -0.212554 -2.815554 0.18 0.69 0.73 0.009

Record 2
117
Properties=species:S:1:pos:R:3:forces:R:3:mulliken_charge:R:1 method="wB97M-V/def2-TZVPD" gap_ev=7.78 lumo_ev=-0.503
C 0.458194 7.400286 2.751332 -0.33 -0.94 -0.28 -1.217
C -1.907016 4.937946 -0.684792 1.14 0.80 0.18 1.547
H 0.744024 -7.276591 3.437095 0.00 0.01 0.01 0.347
H 5.488032 -2.948708 -1.290298 -0.20 0.02 0.05 0.284
H 6.545979 0.364605 -0.502866 0.00 -0.23 -0.08 0.362
H 0.367939 3.944484 -3.577367 0.54 -0.23 0.14 0.383
C 1.002333 -2.301628 -0.853535 -0.03 0.32 -0.23 -1.063
H 3.885148 -0.809686 -4.764759 -0.02 -0.05 0.03 0.430
O -0.984275 4.925810 1.702521 -0.87 -1.12 -0.74 -0.415
H 0.530077 -3.279246 -0.733106 0.19 -0.07 0.01 0.371
C -2.014886 1.240732 0.391992 -0.72 0.63 -0.07 0.103
H 3.914309 -3.450099 0.335673 0.05 0.23 -0.12 0.231
H -0.630698 -4.613433 2.035662 -0.02 0.09 0.05 0.164
C 0.616177 5.318970 -0.049234 0.25 -0.25 0.24 -2.004
O 1.440188 1.554150 2.518003 -0.22 0.07 -0.02 -0.587
P 3.246723 -0.944870 -1.249833 3.11 -5.14 3.27 1.030
C 1.763723 -8.222668 1.153931 0.09 0.27 -0.15 -1.063
N -1.761799 -6.220281 1.220003 -0.99 0.05 0.22 0.176
H -2.473770 2.969416 -1.251467 0.20 0.31 0.42 -0.128
C -2.500772 -5.419762 0.251102 0.04 -0.27 -0.29 -1.065
H -0.364235 1.451625 -3.205670 -0.17 0.22 -0.40 0.260
C -0.922724 7.502889 2.079993 0.56 1.03 -0.45 0.631
H 3.996970 -3.672667 -2.798187 -0.07 0.07 0.15 0.223
H -1.931213 6.848148 -1.790765 -0.05 -0.39 0.04 0.792
S -1.633265 3.473397 1.862100 -0.54 -1.94 3.47 1.233
C -1.526809 3.433000 -0.897422 -1.41 -0.86 -1.35 -1.552
H 0.675534 -1.907926 -1.823621 0.01 0.06 0.02 0.326
B -0.697420 3.109093 -2.234632 1.26 -0.44 0.14 1.208
C -0.931010 7.069996 0.583117 -0.71 0.11 1.11 -2.164
H -1.739459 7.075870 2.661207 0.29 0.02 -0.07 0.261
H -2.227356 -4.905565 2.772549 -0.05 0.07 -0.22 0.376
H 5.356455 -1.062767 -3.798292 -0.01 -0.01 -0.01 0.315
H 2.274359 -9.048902 1.656611 -0.18 0.00 0.17 0.380
C -3.418760 5.287639 -0.385975 -1.55 0.48 1.14 -0.176
P -0.720122 -7.375756 0.475990 0.55 1.87 6.51 0.908
C -3.092095 -8.540540 1.609675 -0.72 0.50 -0.35 -0.795
H 2.315817 -3.277141 -3.193448 0.07 -0.10 0.13 0.253
O 2.878372 -0.133475 -0.014743 -1.48 2.19 -2.61 -0.959
C -3.792388 6.073131 0.924425 -0.80 0.28 0.38 -0.223
H 2.357094 -4.194758 0.258436 -0.22 0.13 -0.04 0.420
C -5.267044 5.911254 1.400241 0.61 0.98 0.62 -1.677
H -3.092189 3.331773 -3.870052 -0.26 -0.13 0.42 0.379
C 3.349369 -2.954030 -3.305250 -0.89 -0.29 -0.13 -0.803
H 5.772773 -2.341400 0.356415 -0.01 -0.02 0.01 0.349
N -1.884071 -8.617261 0.810415 0.57 -0.40 -2.22 0.004
C -0.873227 5.499207 0.375080 1.07 2.05 -0.90 1.436
H -3.185953 5.876506 1.809482 0.11 -0.27 -0.44 -0.230
H 1.099466 3.489649 1.833835 -0.21 -0.28 -0.11 0.446
H -1.839243 -4.753625 -0.317146 -0.05 0.06 -0.01 0.132
H -1.604871 4.316650 -5.116541 0.13 0.33 -0.16 0.395
H 3.562608 -3.023946 -4.375500 0.12 0.32 0.04 0.354
H -3.655423 -9.475779 1.551757 0.28 -0.12 -0.17 0.376
H -5.395968 6.721464 2.144129 -0.05 -0.30 -0.21 0.488
Cl -1.298437 9.307338 2.018815 -0.12 -0.32 0.02 -0.229
H 4.989498 1.152269 -0.610329 -0.08 -0.05 0.11 0.251
H -1.810150 7.550323 0.144963 0.12 -0.40 0.02 0.516
C 0.301192 1.937356 0.400092 1.82 0.29 1.10 -1.043
H 0.914725 6.004414 -0.851322 -0.30 -0.28 0.13 0.445
O -1.472009 5.179083 -4.692276 -0.22 -1.13 1.10 -0.621
O 0.469687 3.754777 -2.629252 -0.87 0.41 0.04 -0.580
H 1.215342 5.621252 0.822917 -0.20 -0.18 -0.22 0.620
H -3.265924 -4.815289 0.742414 0.07 -0.06 0.13 0.412
N 2.457476 -2.409730 -0.814974 -0.45 -0.72 -0.55 0.211
H 0.313708 0.871762 0.671200 -0.47 0.34 -0.11 -0.031
N 4.945867 -0.924573 -0.975547 0.44 1.14 0.22 0.273
H -3.720466 7.159210 0.740680 0.33 -0.42 -0.23 0.404
O -1.097739 2.072578 -3.088031 -0.39 0.12 0.73 -0.755
C 0.275807 -8.167118 2.999678 -0.54 -0.48 0.15 -1.140
H -0.751275 -8.235988 3.358665 -0.07 0.14 -0.12 0.267
H -0.744595 -9.972612 -0.338813 0.07 0.00 0.10 0.327
C -1.531943 -9.977134 0.415072 0.06 -0.05 -0.15 -1.088
O -3.476020 4.077908 -3.379435 1.56 0.04 -0.27 -0.572
H -2.876157 -8.357421 2.664797 0.10 0.13 -0.05 0.226
O 0.302204 -6.403578 -0.089470 -1.03 -1.54 -3.01 -0.811
O -3.050414 3.418541 2.074254 -0.45 1.39 -2.29 -0.648
F -3.323936 1.413927 0.240304 -0.11 0.30 -0.31 -0.226
H 1.852733 -8.410167 0.085435 -0.01 0.15 0.02 0.301
H 6.816405 -1.865953 -0.987777 -0.02 0.10 0.03 0.329
C 5.482780 0.239713 -0.279340 -0.20 0.10 0.23 -1.004
P -2.571046 5.420851 -3.481552 -0.55 0.46 -1.34 0.933
H 2.329439 2.540288 0.994679 -0.52 0.10 -0.32 0.449
H 2.300530 -7.294219 1.385801 0.06 -0.01 -0.05 0.274
H -3.019030 -6.070794 -0.461667 0.06 0.01 -0.04 0.359
H 0.574172 8.088677 3.593468 -0.09 -0.17 -0.24 0.467
C 1.320642 2.487072 1.445247 0.88 -0.10 0.28 -0.890
H 0.624063 -1.631834 -0.070268 -0.07 -0.03 0.01 0.230
C -1.128880 2.544949 0.342811 -0.45 -0.24 -0.10 2.365
N 3.556880 -1.599704 -2.826390 -0.81 2.16 -0.51 0.111
C 2.851290 -3.221007 0.319413 0.31 0.13 0.45 -1.058
H 5.366700 0.161350 0.808894 0.01 0.08 0.02 0.277
H 4.267429 0.286709 -3.454233 0.10 -0.03 0.07 0.324
H -3.773293 -7.769168 1.254148 0.05 0.07 0.14 0.259
H 0.789725 -9.042696 3.409924 0.07 0.01 -0.08 0.340
H -5.997106 6.123463 0.612658 0.13 -0.43 0.11 0.380
H 0.584326 6.363366 3.102581 0.04 0.33 0.05 0.214
F -1.640198 0.439210 -0.623673 0.27 -0.21 0.08 -0.175
H -2.385513 -10.496821 -0.028365 -0.02 0.06 0.02 0.407
H 1.235993 7.568948 1.991996 -0.16 0.26 0.37 0.294
H -0.550416 5.882050 -2.227936 -0.26 -0.35 0.03 0.574
H 2.594611 -2.749211 1.277186 -0.03 -0.06 0.06 0.238
H -5.436291 4.982333 1.950132 -0.09 0.00 -0.54 0.344
C 5.778609 -2.074508 -0.707453 0.08 -0.34 -0.65 -1.160
H -3.827949 5.981343 -1.135445 0.60 -0.44 -0.19 0.785
H -0.066555 7.588218 0.148464 -0.20 -0.42 -0.10 0.645
C -1.609180 5.811067 -1.963349 -0.12 -0.38 -0.24 -1.554
F -1.880445 0.613136 1.552515 0.56 -0.41 0.03 -0.244
H -0.909253 -5.958606 3.146350 0.09 -0.13 -0.15 0.290
N 0.362870 -8.164486 1.557822 1.05 -0.37 -0.54 0.281
O -1.074604 2.914503 3.054138 2.04 0.30 -0.54 -0.727
O -3.428564 6.522404 -3.882122 -0.33 0.84 0.45 -0.853
H 0.935682 4.315968 -0.340287 -0.27 0.16 0.09 0.061
H 0.890892 1.940299 -0.529348 -0.87 0.33 -0.24 0.227
C -1.350336 -5.387808 2.333350 0.53 0.02 0.08 -0.928
H -1.175533 -10.554804 1.273838 -0.01 0.01 0.00 0.308
Cl -4.632840 3.936824 -0.531144 0.67 -0.08 -0.31 -0.161
C 4.305337 -0.760320 -3.756395 -0.04 0.15 -0.03 -1.158
H 2.295889 1.686892 2.943216 -0.21 -0.02 -0.12 0.385

no.,calculated total energy (hartree)
1,-1551.44265
2,-4889.81675